93
Properties=species:S:1:pos:R:3 method="wB97M-V/def2-TZVPD" spin_multiplicity=4 energy_ha=-6386.44631 largest_force_ha_per_bohr=0.0118 e_above_lowest_ev=1.059 s_squared=3.8429 homo_ha="-0.275 / -0.275" orbital_gap_ev="7.15 / 7.17"
Cr -0.159 -0.642 1.010
C -0.418 5.096 1.207
C -1.421 4.141 1.811
C -2.624 4.700 2.256
C -3.599 3.953 2.890
C -3.393 2.598 3.100
C -2.230 2.017 2.632
C -1.241 2.759 1.974
P 0.211 1.713 1.550
C 1.289 2.561 0.365
C 2.586 2.933 0.711
C 3.410 3.560 -0.209
C 2.947 3.795 -1.495
C 1.674 3.380 -1.857
C 0.826 2.759 -0.945
C -0.549 2.326 -1.383
C 1.007 1.573 3.161
C 1.558 2.644 3.866
C 2.075 2.444 5.132
C 2.025 1.171 5.697
C 1.447 0.119 5.010
C 0.912 0.301 3.730
C 0.229 -0.829 3.007
H -0.537 6.078 1.667
H -0.581 5.217 0.132
H 0.612 4.786 1.342
H -2.773 5.767 2.123
H -4.509 4.431 3.235
H -4.132 1.994 3.611
H -2.076 0.957 2.793
H 2.959 2.718 1.703
H 4.414 3.849 0.074
H 3.583 4.281 -2.226
H 1.326 3.535 -2.874
H -0.670 2.477 -2.456
H -1.339 2.880 -0.871
H -0.726 1.270 -1.173
H 1.576 3.634 3.422
H 2.511 3.269 5.681
H 2.432 1.006 6.688
H 1.397 -0.864 5.465
H -0.736 -1.065 3.477
H 0.828 -1.741 3.056
S 2.168 -0.740 0.661
C 2.579 -0.184 -0.969
C 3.773 0.517 -1.153
C 4.160 0.948 -2.413
C 3.368 0.690 -3.525
C 2.189 -0.024 -3.366
C 1.807 -0.462 -2.104
As 0.188 -1.455 -1.789
C 0.982 -3.160 -1.255
C 0.304 -3.960 -0.350
C 0.809 -5.153 0.124
C 2.054 -5.562 -0.329
C 2.760 -4.782 -1.235
C 2.228 -3.586 -1.696
C -0.495 -1.909 -3.540
C -1.518 -1.108 -4.041
C -2.069 -1.368 -5.289
C -1.604 -2.442 -6.035
C -0.590 -3.248 -5.535
C -0.033 -2.984 -4.292
H 4.393 0.731 -0.289
H 5.086 1.498 -2.524
H 3.669 1.034 -4.507
H 1.571 -0.251 -4.227
H -1.418 -2.931 -0.594
H 0.228 -5.741 0.821
H 2.473 -6.495 0.026
H 3.735 -5.105 -1.580
H 2.797 -2.968 -2.381
H -1.890 -0.273 -3.457
H -2.865 -0.741 -5.671
H -2.037 -2.657 -7.004
H -0.233 -4.093 -6.111
H 0.748 -3.627 -3.908
O -0.741 -2.548 1.204
N -0.987 -3.444 0.174
C -1.991 -4.463 0.586
C -2.412 -4.461 1.913
N -2.760 -4.430 3.022
C -2.661 -5.065 -0.483
N -3.181 -5.505 -1.423
N -3.455 -1.619 1.849
C -3.251 -0.823 0.819
O -2.160 -0.269 0.591
C -4.395 -0.587 -0.126
I -5.295 1.305 0.210
H -2.664 -2.003 2.349
H -4.314 -2.138 1.939
H -5.166 -1.345 -0.040
H -3.999 -0.565 -1.135